Entry 1:
C5H40N3O13 as an isolated structure. Source: the Open Molecules 2025 dataset; level of theory: ωB97M-V/def2-TZVPD.

```
61
Properties=species:S:1:pos:R:3:nbo_charge:R:1
H 4.196 2.397 -2.624 0.4869
H -0.034 2.129 2.373 0.5259
O 0.937 2.166 -1.071 -0.9955
H 1.248 0.595 0.943 0.4136
H 2.635 -0.425 -3.052 0.4997
H -0.182 -0.357 2.672 0.2581
O 1.604 -2.688 -0.945 -0.9666
C -1.587 -1.060 0.263 -0.2979
H -2.420 1.437 2.414 0.5138
H -0.228 -2.283 -2.381 0.4804
C 0.120 -1.326 2.185 -0.4556
H -0.551 -2.819 0.533 0.2462
H 2.605 0.174 -1.487 0.5246
H -2.677 -3.525 -1.984 0.4876
C -0.862 -2.030 1.267 -0.4216
H -4.894 -0.736 -1.531 0.5071
O -0.587 3.603 0.752 -0.9796
H -3.347 -0.440 1.531 0.4576
O -3.148 0.847 2.704 -0.9867
H 4.761 2.208 -1.205 0.4900
O -4.154 -0.749 -0.907 -0.9332
O -2.777 -3.150 -1.081 -0.9490
H 2.204 -1.416 2.681 0.1890
H -1.443 -1.580 -0.674 0.2394
H 1.899 -1.771 -0.980 0.4823
H 0.248 0.633 -3.445 0.4775
O 3.981 2.050 -1.745 -0.9712
O -0.038 -2.521 -3.289 -0.9302
H -3.269 -2.383 -1.433 0.4620
H -3.377 -0.524 -1.484 0.5202
H -0.232 1.827 -4.199 0.4962
H 0.834 1.720 -1.933 0.5000
H 2.231 2.353 2.143 0.4412
H -1.348 -0.200 -1.776 0.5011
H -3.792 1.486 3.062 0.4890
H -1.771 -0.080 -3.235 0.5136
H -1.542 -2.559 1.970 0.2147
H -0.692 1.155 3.277 0.4829
H -0.111 2.899 0.291 0.4931
H 0.435 -1.787 -3.680 0.4508
H 1.889 2.062 -0.918 0.4874
O -0.252 1.455 -3.305 -0.9496
H 2.142 -3.191 -1.568 0.4850
O 1.719 2.529 2.949 -0.9979
N 2.039 0.033 1.213 -0.6733
O 2.146 -0.134 -2.281 -1.0185
O -2.002 -0.525 -2.412 -0.9653
H -0.497 4.361 0.140 0.4768
H 3.926 -0.200 2.148 0.1840
H -3.528 -0.442 -0.100 0.4304
H 0.137 -2.009 3.045 0.2215
H 1.990 -2.067 1.183 0.2212
H -3.439 -1.931 0.762 0.4143
H 4.130 2.066 2.480 0.3809
H 1.413 3.443 2.880 0.4626
N 3.309 1.779 1.931 -0.7026
N -3.085 -0.982 0.647 -0.7228
C 1.582 -1.269 1.800 -0.2312
O -0.615 1.336 2.328 -0.9928
H -1.059 -0.095 0.329 0.2261
C 3.183 0.511 1.826 0.3063
```

Values from the calculation:
E_HOMO in eV: -11.1
Relative energy (zero: lowest compared OMol25 entry of this formula, charge and spin) in kJ/mol: 692.4
Total charge: +1
Max |F| in eV Å⁻¹: 13.10

Entry 2:
A 14-piece molecular cluster, C5H41N2O13S overall. Source: the Open Molecules 2025 dataset; level of theory: ωB97M-V/def2-TZVPD.

```
62
Properties=species:S:1:pos:R:3:nbo_charge:R:1
H -4.639 -0.524 -0.182 0.2199
O -3.097 2.485 -1.068 -1.0092
O -2.271 3.991 0.908 -1.0017
C -0.463 -0.286 -0.478 -0.2431
H -2.498 -1.752 -4.280 0.4676
O 0.821 -3.403 2.818 -0.9525
H 0.210 -1.123 -0.452 0.2024
H 0.808 -1.522 -2.492 0.5047
H -3.935 -1.449 1.100 0.2279
H 4.847 1.417 -1.385 0.4900
C 0.096 2.028 -0.955 -0.2534
H 0.051 3.005 -0.426 0.1929
H 0.248 3.964 -2.942 0.1247
H -2.836 2.163 2.813 0.4905
H -1.295 1.791 2.837 0.5071
H -0.920 -0.187 -1.471 0.2205
C -1.666 -0.796 0.454 -0.2150
H 3.305 0.159 0.831 0.4811
H -0.859 -4.683 -0.316 0.4798
H 0.687 -1.383 -3.999 0.4854
H -3.006 3.020 -0.238 0.5006
O 2.743 0.622 1.475 -0.9788
H -2.974 0.381 -0.725 0.4521
O -2.173 1.525 2.537 -0.9758
H 0.407 4.886 2.788 0.4877
H -2.647 4.822 1.186 0.5124
H 2.765 -0.123 2.088 0.4973
O 0.372 3.932 2.872 -0.9788
C -4.067 -0.422 0.773 -0.4250
H 1.485 -4.064 3.065 0.4795
O 3.294 -1.867 1.809 -1.0374
O 2.339 -1.749 -0.968 -0.9696
H -3.836 2.891 -1.530 0.4846
H 2.846 -2.730 1.473 0.5151
H 5.031 1.422 0.189 0.4915
H 2.171 -1.433 -0.058 0.4872
H 1.395 -4.308 0.579 0.5333
H -1.367 -0.716 1.502 0.2367
H 1.247 3.543 2.777 0.4950
N -2.800 0.169 0.249 -0.5574
O 0.037 -5.050 -0.324 -0.9386
N 0.007 0.971 0.082 -0.6875
H 0.107 -5.186 -1.278 0.4828
C 1.365 2.029 -1.744 -0.4970
O 4.452 1.183 -0.542 -0.9739
H 0.484 -3.105 3.668 0.4751
O -2.233 -2.144 -3.435 -0.9841
H -2.576 1.158 0.592 0.4958
H 2.255 2.425 -1.271 0.2259
H 3.272 -1.505 -0.837 0.4844
H 4.112 -2.387 1.946 0.4785
O 0.253 -1.111 -3.181 -0.9586
H 2.790 -3.970 -0.240 0.4978
O 2.329 -4.011 0.597 -0.9970
H -0.760 1.947 -1.628 0.2177
H -4.703 0.099 1.461 0.2366
H -2.036 -1.751 0.053 0.2082
H 1.741 1.057 -2.095 0.2255
H 0.952 1.022 0.448 0.4148
H -1.262 -1.952 -3.436 0.4870
S 1.140 3.042 -3.341 -0.0914
H -1.546 3.542 1.347 0.5281
```

Values from the calculation:
E_HOMO in eV: -10.8
Relative energy (zero: lowest compared OMol25 entry of this formula, charge and spin) in kJ/mol: 521.2
Total charge: +1
Max |F| in eV Å⁻¹: 3.06

Entry 3:
A 16-piece molecular cluster, C5H41NO15 overall. Source: the Open Molecules 2025 dataset; level of theory: ωB97M-V/def2-TZVPD.

```
62
Properties=species:S:1:pos:R:3:nbo_charge:R:1
H 2.038 0.246 3.413 0.4779
N -0.148 -1.738 -0.346 -0.6591
H 2.227 -0.399 4.779 0.4762
O -1.463 2.709 3.246 -0.9693
H 0.505 -3.664 0.679 0.2088
H -2.232 -1.555 -4.222 0.2138
H 3.518 1.919 -0.826 0.4693
H -4.130 -1.482 -0.438 0.4765
H -0.685 -3.768 -2.977 0.2276
H -1.866 3.832 -2.321 0.4824
H 0.582 0.416 -1.671 0.4732
O -1.306 4.011 -1.575 -0.9838
O 3.580 -0.891 -0.913 -0.9775
H 3.074 -1.859 1.759 0.4765
O 2.442 3.988 1.751 -0.9398
H -1.008 -0.933 3.589 0.4886
C 0.046 -2.710 0.798 -0.4511
H -2.440 -0.115 3.039 0.4668
H -1.087 -2.904 1.211 0.1516
H -2.307 -3.216 -3.389 0.2183
H -1.523 3.423 -0.872 0.5053
H 0.501 3.948 -1.085 0.4976
H -2.302 2.217 1.382 0.4906
C -1.014 -2.325 -1.453 0.1621
O -3.183 -1.875 -0.465 -0.9536
H 1.191 -0.831 -2.866 0.4788
H -2.495 3.719 1.520 0.4989
H -0.918 2.955 3.935 0.4769
C -0.601 -3.585 -1.918 -0.6713
H 0.853 0.594 1.744 0.4732
O 1.991 -1.409 -2.945 -0.9377
O 1.405 0.909 -1.608 -0.9694
H 0.294 -3.925 -1.510 0.2284
H -1.466 -4.255 -1.301 0.2072
H 1.186 4.352 -2.303 0.4857
H 1.521 -2.307 -2.979 0.4696
H -1.866 -0.355 -2.102 0.2003
H 1.266 1.797 -1.409 0.4996
H 3.965 2.368 -2.153 0.4765
H 2.801 -1.251 -1.207 0.4891
H 1.885 3.623 1.036 0.4764
O 1.306 3.703 -1.582 -0.9840
O 1.800 0.358 4.322 -0.9545
O 2.458 -1.141 1.473 -1.0120
O 4.154 1.760 -1.463 -0.9333
H 3.811 -0.179 -1.506 0.5144
H 0.675 -2.323 1.649 0.2319
H 2.828 -0.875 0.618 0.4979
H -3.107 -2.238 0.469 0.4784
O -2.628 2.965 0.802 -0.9869
H -3.511 -1.753 -3.127 0.2109
C -1.726 -1.474 -2.265 -0.2258
H -3.646 0.152 2.327 0.4666
O -3.161 0.525 3.090 -0.9924
H 2.758 3.296 2.264 0.4644
C -2.461 -2.099 -3.349 -0.6500
O -1.526 -1.238 2.810 -0.9326
H -0.761 -0.957 2.110 0.5103
O 0.726 0.521 0.759 -0.9941
H 1.546 0.293 0.268 0.5148
H -1.867 1.916 3.403 0.4860
H -0.498 -0.889 -0.096 0.3789
```

Values from the calculation:
E_HOMO in eV: -7.4
Relative energy (zero: lowest compared OMol25 entry of this formula, charge and spin) in kJ/mol: 773.4
Max |F| in eV Å⁻¹: 7.49

Entry 4:
A 19-piece molecular cluster, C5H48BFO20P overall. Source: the Open Molecules 2025 dataset; level of theory: ωB97M-V/def2-TZVPD.

```
76
Properties=species:S:1:pos:R:3:mulliken_charge:R:1
H -0.640 -1.847 -2.953 0.2945
O 3.016 2.482 1.882 -0.5799
H -1.859 1.481 1.569 0.7399
O 3.464 0.649 -0.656 -0.4877
H -0.595 -1.070 2.589 0.3157
O 6.708 0.045 -1.367 -0.5933
H -4.367 1.095 -1.113 0.3573
O 4.917 3.343 4.161 -0.6790
O -2.768 0.504 -2.655 -0.5902
O -3.229 -3.901 -3.908 -0.6121
O -5.130 1.425 -0.618 -0.6970
O -1.450 -2.702 1.323 -0.6785
H -2.435 -4.274 -4.306 0.2971
C -1.506 1.240 0.607 -0.5768
H 7.317 -0.695 -1.442 0.2827
O -4.163 2.340 1.697 -0.6757
H 4.408 0.474 -0.764 0.2437
H 2.161 2.515 2.336 0.2434
H 5.006 2.396 3.978 0.3632
H -0.401 -0.223 3.836 0.3166
O 2.187 -0.831 5.130 -0.6391
O -6.384 -2.163 -2.722 -0.6584
H 5.404 3.190 -0.176 0.3008
C 1.592 -0.592 -3.020 -1.1453
H -2.770 0.583 -3.609 0.2686
C -0.896 -1.259 -2.063 -0.7634
H -4.580 4.350 2.058 0.3697
H -1.369 -2.357 4.897 0.2783
O 4.963 0.635 2.811 -0.6648
C -0.794 0.838 -0.297 -0.7539
H 1.332 1.191 -1.434 -0.1107
H -6.278 -3.117 -2.664 0.2819
H 6.661 0.405 -2.258 0.3027
C 2.144 -1.939 -2.654 0.1701
H 4.276 1.289 2.601 0.2804
F 3.160 -2.270 -3.608 -0.4080
O 0.403 -4.524 -1.705 -0.6231
H -4.849 1.673 1.790 0.2579
H 3.023 -1.196 4.825 0.3116
H 3.296 0.480 0.279 0.2936
O -3.426 -1.658 -1.954 -0.4400
H 2.652 -1.917 -1.696 0.3528
H 1.346 -4.687 -1.802 0.3300
H 1.373 -2.707 -2.712 -0.0655
H -3.953 5.700 2.375 0.3065
H 5.763 3.610 4.529 0.2769
O -6.319 -0.815 -5.802 -0.6576
H -3.808 -3.710 -4.653 0.2978
H -1.604 -1.758 1.168 0.2176
H -3.164 -2.485 -2.378 0.1941
H -6.391 0.014 -5.321 0.3077
H 1.134 -0.620 -4.010 0.4272
H -2.027 -3.125 0.679 0.3081
H -5.563 -1.813 -2.344 0.4154
H 1.911 3.230 5.342 0.2958
H -5.769 1.655 -1.297 0.2669
H -3.972 2.345 0.750 0.4054
O -0.916 -1.566 5.207 -0.5367
H -0.254 1.010 -2.643 -0.1857
H -6.341 -1.485 -5.108 0.3514
H 2.455 0.077 -3.058 0.3732
H 2.790 2.583 0.946 0.2588
O 2.063 3.442 4.418 -0.6186
H 3.001 3.262 4.254 0.3859
H -1.175 -1.488 6.130 0.2566
O -4.709 5.303 1.936 -0.6611
H 1.053 -0.681 -0.662 -0.2929
H 4.766 3.130 1.206 0.3912
H -0.873 -1.976 -1.237 -0.0689
P 0.383 0.124 -1.680 1.3108
O -0.129 -0.295 2.910 -0.5902
O 5.623 3.094 0.756 -0.6183
H 1.674 -0.715 4.318 0.3521
H 0.232 -4.678 -0.770 0.2904
B -2.370 -0.763 -2.238 0.3963
H 5.569 0.702 2.064 0.3336
```

Values from the calculation:
E_HOMO in eV: -4.0
Total charge: -1
Max |F| in eV Å⁻¹: 1.14

Entry 5:
One molecule with the formula C5H4BrF2NS. Source: the Open Molecules 2025 dataset; level of theory: ωB97M-V/def2-TZVPD.

```
14
Properties=species:S:1:pos:R:3:nbo_charge:R:1
H -1.542 -0.699 -2.294 0.2344
C 0.769 1.348 1.031 0.6111
H 1.617 -0.209 0.113 0.2591
N 0.133 -0.097 -1.415 -0.3681
Br 2.227 2.451 0.615 0.1042
H -0.387 -1.183 1.731 0.2334
F 0.957 0.812 2.278 -0.3283
C -1.110 -0.604 -1.349 0.1126
F -0.368 2.161 1.207 -0.3378
C 0.616 0.099 0.056 -0.1732
C -1.446 -1.131 -0.029 -0.2680
S 0.947 -0.203 -2.973 -0.1931
H -2.045 -1.913 0.287 0.2410
C -0.368 -0.831 0.741 -0.1273
```

Values from the calculation:
E_HOMO (spin up / spin down) in eV: -7.8 / -7.8
SMILES: FC(F)(Br)[C@H]1C=CC=[N+]1[S-]
Max |F| in eV Å⁻¹: 4.09

Entry 6:
C5H4BrFN as an isolated structure. Source: the Open Molecules 2025 dataset; level of theory: ωB97M-V/def2-TZVPD.

```
12
Properties=species:S:1:pos:R:3:nbo_charge:R:1
Br 3.996 -0.459 -0.025 0.2928
F 2.885 2.263 0.017 -0.1621
H -0.906 -1.521 0.034 0.2674
H 1.508 -2.136 -0.027 0.2809
C -0.149 -0.750 0.021 -0.0832
H -1.554 0.898 0.059 0.2763
C 2.167 -0.104 -0.009 0.1157
C 1.185 -1.105 -0.010 -0.2171
H 0.278 2.627 0.037 0.2953
C 0.472 1.562 0.028 0.0485
C -0.518 0.596 0.039 -0.2027
N 1.715 1.142 0.008 0.0881
```

Values from the calculation:
E_HOMO in eV: -14.9
Total charge: +1
Max |F| in eV Å⁻¹: 5.25

Entry 7:
An isolated ion of composition C5H4Cl3F2N2 and charge +1. Source: the Open Molecules 2025 dataset; level of theory: ωB97M-V/def2-TZVPD.

```
16
Properties=species:S:1:pos:R:3:nbo_charge:R:1
C -1.168 -1.739 0.097 0.3700
Cl -1.991 0.365 2.434 0.0437
H 0.285 0.052 2.544 0.2466
F -0.652 -0.925 -3.052 -0.2227
H -1.096 -2.562 0.666 0.2049
C 1.118 0.600 -0.343 0.2851
Cl -1.408 1.337 -0.476 0.1578
F 2.133 -0.075 0.300 -0.3148
Cl 0.165 2.335 2.607 0.0336
C -0.159 0.818 0.487 -0.0639
C -0.129 -0.833 -1.867 0.8368
H 1.493 0.137 -2.352 0.4490
N 0.935 -0.166 -1.566 -0.5576
H 1.439 1.523 -0.539 0.2104
C -0.300 0.702 2.031 -0.2676
N -0.665 -1.569 -0.971 -0.4114
```

Values from the calculation:
E_HOMO (spin up / spin down) in eV: -12.9 / -13.8
Total charge: +1
Max |F| in eV Å⁻¹: 4.77

Entry 8:
An isolated ion of composition C5H4ClIN3O3 and charge +1. Source: the Open Molecules 2025 dataset; level of theory: ωB97M-V/def2-TZVPD.

```
17
Properties=species:S:1:pos:R:3:nbo_charge:R:1
H 1.024 -3.013 -0.023 0.4852
H -1.246 3.924 -0.196 0.2048
C 1.557 -0.980 0.096 0.1945
C 0.798 0.153 0.084 -0.0291
C -1.823 3.022 -0.110 0.0194
I -3.588 0.214 0.173 0.2397
O 3.335 -2.321 0.327 -0.3412
C -0.546 -1.590 -0.149 0.3306
Cl -1.858 -2.613 -0.391 0.1850
O 3.667 -0.184 0.211 -0.3017
O -1.158 1.934 -0.158 -0.3299
N 2.993 -1.173 0.225 0.5326
C -1.562 0.690 -0.154 0.1297
H 1.111 1.173 0.177 0.2811
H -2.899 3.041 -0.007 0.1963
N 0.717 -2.045 -0.039 -0.4726
N -0.521 -0.232 -0.066 -0.3245
```

Values from the calculation:
E_HOMO (spin up / spin down) in eV: -11.6 / -11.6
Relative energy (zero: lowest compared OMol25 entry of this formula, charge and spin) in kJ/mol: 12.4
Total charge: +1
Max |F| in eV Å⁻¹: 2.04

Entry 9:
C5H4CoN2O4S as an isolated structure. Source: the Open Molecules 2025 dataset; level of theory: ωB97M-V/def2-TZVPD.

```
17
Properties=species:S:1:pos:R:3:lowdin_spin:R:1
S -0.306 -0.002 0.732 0.8275
H 0.022 1.140 4.178 0.0023
C 2.466 0.026 -3.201 0.0294
N 0.120 -1.145 3.184 0.0213
N 0.117 1.141 3.182 0.0200
H -0.063 2.017 2.693 0.0051
C 0.582 -1.726 -1.804 0.0282
C 0.547 1.739 -1.805 0.0286
Co 0.527 0.006 -2.620 1.9293
C -3.321 -0.034 -3.781 0.0018
H 0.019 -1.140 4.178 0.0023
O -4.422 -0.045 -3.439 0.0002
O 0.039 2.860 -1.624 0.0089
H -0.062 -2.017 2.695 0.0051
C 0.000 0.001 2.452 0.0842
O 0.096 -2.858 -1.624 0.0088
O 3.640 0.038 -3.396 -0.0031
```

Values from the calculation:
E_HOMO (spin up / spin down) in eV: -18.6 / -18.2
Total charge: +2
⟨S²⟩: 3.7728
Max |F| in eV Å⁻¹: 11.64
Spin multiplicity: 4

Entry 10:
C5H4CuNaO6 as an isolated structure. Source: the Open Molecules 2025 dataset; level of theory: ωB97M-V/def2-TZVPD.

```
17
Properties=species:S:1:pos:R:3:lowdin_spin:R:1
C 0.329 -1.813 -0.575 0.0815
C 0.517 -0.046 -0.284 0.1221
H 2.232 -0.323 -1.595 0.0300
C 1.872 -0.455 -0.571 0.5584
Na -0.465 -2.996 4.042 0.0007
H 0.108 -1.603 -1.635 0.0424
O -0.080 0.906 -0.761 0.0343
C -2.683 5.718 -1.238 0.0001
O -2.020 4.790 -1.000 0.0006
H 2.506 -0.521 0.319 0.0270
O 0.931 -3.664 2.345 0.0045
O -3.346 6.637 -1.438 0.0000
Cu -0.192 3.315 -0.816 0.0088
C 0.441 -2.755 1.642 0.0019
H -0.545 -2.472 -0.745 0.0545
O -0.562 -2.062 1.928 0.0031
O 0.957 -2.656 0.382 0.0302
```

Values from the calculation:
E_HOMO (spin up / spin down) in eV: -11.2 / -11.9
Relative energy (zero: lowest compared OMol25 entry of this formula, charge and spin) in kJ/mol: 306.8
Total charge: +1
⟨S²⟩: 0.7605
Max |F| in eV Å⁻¹: 4.70
Spin multiplicity: 2

Entry 11:
One molecule with the formula C5H4F2. Source: the Open Molecules 2025 dataset; level of theory: ωB97M-V/def2-TZVPD.

```
11
Properties=species:S:1:pos:R:3:nbo_charge:R:1
F 2.049 0.359 -1.407 -0.3313
H -0.125 -1.729 0.249 0.2027
H 0.230 0.135 -1.915 0.2034
H -3.390 0.410 0.635 0.2509
C -1.055 0.751 0.583 -0.0013
C 0.315 0.494 0.417 -0.4215
C 0.802 0.051 -0.962 0.1917
F 1.811 -1.340 0.826 -0.3242
C -2.329 0.594 0.474 -0.2393
H 1.018 1.200 0.892 0.2759
C 0.675 -0.925 0.208 0.1931
```

Values from the calculation:
E_HOMO in eV: -9.8
Relative energy (zero: lowest compared OMol25 entry of this formula, charge and spin) in kJ/mol: 286.7
SMILES: C#C[C@H]1[C@H](F)[C@@H]1F
Max |F| in eV Å⁻¹: 8.62

Entry 12:
One molecule with the formula C5H4F3NO. Source: the Open Molecules 2025 dataset; level of theory: ωB97M-V/def2-TZVPD.

```
14
Properties=species:S:1:pos:R:3:nbo_charge:R:1
F 1.808 1.311 -2.764 -0.3171
C -1.583 1.135 -0.209 0.1170
H 0.570 -1.963 0.707 0.2278
H -0.358 -0.806 1.495 0.1875
F 1.895 3.429 -2.618 -0.3367
F 2.448 2.129 -0.901 -0.3096
O 0.554 0.008 -0.125 -0.4300
H -0.697 3.051 -1.481 0.2435
N -2.745 1.138 -0.279 -0.2643
C -0.027 -1.142 0.476 -0.2797
H -1.056 -1.238 0.069 0.2126
C 0.172 2.410 -1.408 -0.2502
C -0.225 0.970 -0.336 0.2924
C 1.577 2.299 -1.896 0.9070
```

Values from the calculation:
E_HOMO (spin up / spin down) in eV: -9.8 / -8.6
Relative energy (zero: lowest compared OMol25 entry of this formula, charge and spin) in kJ/mol: 439.1
SMILES: CO/C(C#N)=C\C(F)(F)F
Max |F| in eV Å⁻¹: 9.71